{
  "formula": "C23H48BrI2N5O4P",
  "method": "wB97M-V/def2-TZVPD",
  "symbols": ["C", "C", "C", "Br", "C", "C", "C", "C", "I", "C", "C", "I", "C", "P", "C", "O", "N", "N", "H", "H", "H", "H", "H", "H", "H", "H", "H", "H", "H", "H", "H", "H", "H", "C", "C", "C", "O", "C", "N", "H", "H", "H", "H", "H", "H", "H", "H", "H", "H", "H", "C", "C", "C", "O", "C", "N", "H", "H", "H", "H", "H", "H", "H", "H", "H", "H", "H", "C", "C", "C", "O", "C", "N", "H", "H", "H", "H", "H", "H", "H", "H", "H", "H", "H"],
  "xyz": [[1.00, 4.62, 4.78], [1.24, 4.34, 3.22], [0.04, 4.89, 2.28], [0.88, 5.82, 0.73], [-0.82, 3.65, 1.75], [-0.13, 2.63, 0.88], [-1.09, 1.50, 0.52], [-0.68, 0.27, -0.38], [0.01, -1.64, 0.45], [-0.77, 0.46, -1.78], [-1.21, 1.80, -2.49], [-0.26, -1.21, -3.09], [-2.49, 1.62, 1.08], [-3.67, 0.16, 0.69], [-5.45, 0.74, 1.12], [-3.74, -0.13, -1.00], [-3.06, 2.62, 1.85], [-2.16, 3.55, 2.12], [-0.08, 4.34, 5.05], [1.76, 4.03, 5.39], [1.17, 5.74, 4.98], [2.22, 4.83, 2.88], [1.35, 3.20, 3.11], [-0.65, 5.55, 2.91], [0.96, 2.67, 0.56], [-2.24, 2.18, -2.21], [-0.48, 2.67, -2.31], [-1.22, 1.66, -3.63], [-5.93, 1.13, 0.14], [-6.06, -0.12, 1.57], [-5.47, 1.61, 1.84], [-3.54, 0.68, -1.52], [-2.52, 4.33, 2.70], [4.58, -4.84, 2.23], [3.90, -3.59, 1.66], [4.83, -2.36, 1.61], [5.03, -1.72, 2.87], [6.01, -2.35, 3.69], [2.68, -3.32, 2.42], [4.66, -4.80, 3.32], [4.00, -5.73, 1.98], [5.58, -4.97, 1.82], [3.62, -3.83, 0.63], [4.34, -1.60, 0.98], [5.79, -2.59, 1.13], [6.83, -2.77, 3.10], [5.54, -3.12, 4.31], [6.41, -1.59, 4.36], [2.18, -2.56, 1.97], [2.96, -2.93, 3.32], [-7.27, -1.91, -3.38], [-6.04, -2.33, -2.58], [-5.31, -3.55, -3.18], [-5.95, -4.80, -2.93], [-7.03, -5.09, -3.81], [-6.43, -2.56, -1.19], [-8.13, -2.56, -3.20], [-7.58, -0.90, -3.10], [-7.07, -1.91, -4.45], [-5.34, -1.49, -2.61], [-4.33, -3.63, -2.69], [-5.11, -3.42, -4.25], [-6.85, -4.70, -4.82], [-7.96, -4.69, -3.41], [-7.13, -6.17, -3.87], [-5.59, -2.74, -0.64], [-6.93, -3.45, -1.16], [3.78, 0.26, -1.55], [3.33, 1.68, -1.90], [4.49, 2.62, -2.30], [5.28, 3.08, -1.20], [6.25, 2.16, -0.74], [2.57, 2.23, -0.77], [4.23, 0.20, -0.55], [2.93, -0.42, -1.55], [4.51, -0.11, -2.28], [2.67, 1.60, -2.76], [4.06, 3.52, -2.75], [5.13, 2.16, -3.06], [6.68, 1.57, -1.56], [5.83, 1.50, 0.02], [7.06, 2.72, -0.27], [2.18, 3.13, -1.05], [3.23, 2.47, -0.03]],
  "lowdin_charge": [-0.11, -0.28, -0.59, 0.72, -0.16, 0.10, -0.15, -0.73, 0.87, -0.74, -0.14, 0.80, -0.29, 0.94, -0.27, -0.35, 0.09, 0.04, 0.08, 0.09, 0.09, 0.09, 0.12, 0.11, 0.09, 0.08, 0.09, 0.07, 0.06, 0.06, 0.03, 0.04, 0.19, -0.07, -0.43, -0.20, -0.19, -0.10, 0.03, 0.07, 0.08, 0.08, 0.13, 0.10, 0.12, 0.09, 0.08, 0.09, -0.05, 0.07, -0.07, -0.44, -0.20, -0.19, -0.10, 0.04, 0.07, 0.07, 0.08, 0.11, 0.12, 0.12, 0.09, 0.07, 0.09, 0.07, 0.07, -0.06, -0.41, -0.19, -0.19, -0.10, 0.03, 0.05, 0.05, 0.09, 0.13, 0.12, 0.12, 0.09, 0.07, 0.09, 0.06, 0.08],
  "orbital_gap_ev": 5.9430,
  "charge": 1,
  "e_above_lowest_kj_mol": 0.00
}